Entry 1:
Computed, not measured: a cluster of 12 separate species, C54H68N4O33 in total in a non-equilibrium geometry, with ωB97M-V/def2-TZVPD.

The calculation puts the energy above the lowest of the compared OMol25 structures with the same formula, charge and spin at 4.5452 eV. The calculation puts the HOMO-LUMO gap at 0.2330 Eh.

Each atom is followed by the atoms it is bonded to, with distances in Å.
Positions of all 159 atoms, in Å:
1 O -4.36643 1.14529 -3.78082  C49 1.268
2 O 3.28699 2.50757 5.01784  C84 1.373, H113 0.960
3 O -5.69842 -5.69256 -0.65408  C59 1.334, H136 0.960
4 O -0.71003 5.66173 9.19695  C57 1.341, H156 0.960
5 O -3.77760 -0.48043 -1.52269  C56 1.351, H143 0.960
6 O -3.03155 -2.82690 3.21284  C80 1.374, H148 0.960
7 O -5.15888 1.42386 0.69539  C62 1.399, C83 1.377
8 O -5.20080 -3.12911 -1.11790  C87 1.264
9 O 4.69851 0.59390 1.47155  C39 1.369, H102 0.960
10 O -0.74620 -7.80396 1.79921  C88 1.353, H93 0.960
11 O 7.67975 1.91129 -2.11361  C73 1.240
12 O 0.53741 -0.56042 0.15762  C47 1.453, C52 1.454
13 O 3.29277 4.65499 0.99247  C68 1.374, H150 0.960
14 O 4.01224 -0.62327 -2.82695  C78 1.237
15 O 0.23299 6.64897 -3.07095  C75 1.416, H115 0.960
16 O 0.62130 -3.92878 -1.91179  C43 1.391, H96 0.960
17 O 2.24086 3.08491 3.06965  C84 1.255
18 O -0.93570 -3.19945 -4.23509  C54 1.262
19 O 2.59511 1.73295 0.03427  C46 1.246
20 O 3.09038 6.44652 -3.27707  C60 1.241
21 O -6.28069 -0.81863 1.86377  C42 1.429, C89 1.434
22 O 5.43234 3.17035 -3.37414  C58 1.331, H151 0.960
23 O 1.21523 5.27970 5.02767  C77 1.244
24 O 2.58019 0.97691 3.47875  C84 1.267
25 O -3.64880 -5.43591 3.63425  C64 1.254
26 O 0.44070 5.04180 1.37417  C71 1.204
27 O 1.64189 -6.33709 2.03682  C55 1.204
28 O -1.06784 -1.19384 -6.20320  C45 1.343, H132 0.960
29 O -1.23525 2.63137 -1.10629  C79 1.237
30 O 4.75403 -3.70576 2.27135  C86 1.235
31 O -1.75521 -5.07542 -1.94203  C82 1.220
32 O -0.38466 3.12512 4.37861  C66 1.378, H109 0.960
33 O -2.49682 3.56537 8.54274  C72 1.224
34 N 0.20745 2.47188 -2.87135  C40 1.535, C74 1.464, C79 1.338
35 N 4.96669 -4.19474 -0.00491  C48 1.468, C51 1.499, C86 1.439
36 N 2.72911 -1.01865 -4.67858  C61 1.445, C67 1.457, C78 1.364
37 N 0.06253 1.77626 1.52755  C53 1.547, H99 1.010, H114 1.010, H133 1.010
38 C -1.31925 -6.48778 -0.08691  C82 1.444, C88 1.377, H129 1.080
39 C 4.96132 1.13205 0.23999  O9 1.369, C46 1.492, C90 1.381
40 C 1.05538 3.12016 -3.97460  N34 1.535, H101 1.090, H103 1.090, H130 1.090
41 C 3.16847 5.80367 -1.03844  C60 1.469, C68 1.373, H154 1.080
42 C -7.23582 -1.83995 2.15623  O21 1.429, H118 1.090, H139 1.090, H141 1.090
43 C 0.25070 -4.74694 -0.85020  O16 1.391, C63 1.385, C82 1.465
44 C 0.38019 5.88453 -0.81544  C71 1.453, C75 1.369, H112 1.080
45 C -1.84887 -1.02834 -5.12356  O28 1.343, C54 1.532, C81 1.374
46 C 3.75225 1.69716 -0.42631  O19 1.246, C39 1.492, C69 1.455
47 C 0.12802 -0.70544 1.54395  O12 1.453, C53 1.546, H94 1.090, H134 1.090
48 C 5.25287 -3.68308 -1.35048  N35 1.468, H98 1.090, H135 1.090, H157 1.090
49 C -3.43393 0.28609 -3.75716  O1 1.268, C56 1.508, C81 1.464
50 C 0.36097 5.36947 7.23159  C57 1.343, C77 1.456, H140 1.080
51 C 4.97092 -5.68310 0.17533  N35 1.499, H126 1.090, H127 1.090, H145 1.090
52 C 1.70446 -1.35652 -0.18498  O12 1.454, H110 1.090, H117 1.090, H152 1.090
53 C -0.69641 0.51671 2.00906  N37 1.547, C47 1.546, C76 1.567, H95 1.090
54 C -1.63082 -2.15354 -4.10726  O18 1.262, C45 1.532, C65 1.511
55 C 0.87460 -6.09583 1.14134  O27 1.204, C63 1.448, C88 1.519
56 C -3.15914 -0.74728 -2.69393  O5 1.351, C49 1.508, C65 1.341
57 C -0.59130 4.93861 8.07432  O4 1.341, C50 1.343, C72 1.434
58 C 5.23008 2.42825 -2.28753  O22 1.331, C69 1.320, C73 1.542
59 C -4.96139 -5.07986 0.27396  O3 1.334, C85 1.337, C87 1.491
60 C 2.43793 6.20139 -2.24977  O20 1.241, C41 1.469, C75 1.441
61 C 2.28667 -0.56254 -5.97594  N36 1.445, H97 1.090, H100 1.090, H107 1.090
62 C -5.54924 1.41645 2.03895  O7 1.399, C89 1.546, H108 1.090, H121 1.090
63 C 1.11003 -5.02013 0.20076  C43 1.385, C55 1.448, H125 1.080
64 C -3.89635 -4.96968 2.49703  O25 1.254, C80 1.506, C85 1.471
65 C -2.34696 -1.80686 -2.82272  C54 1.511, C56 1.341, H105 1.080
66 C -0.40840 3.64895 5.65282  O32 1.378, C77 1.468, C91 1.363
67 C 2.29884 -2.35327 -4.28344  N36 1.457, H119 1.090, H137 1.090, H159 1.090
68 C 2.52281 5.33111 0.07752  O13 1.374, C41 1.373, C71 1.522
69 C 4.06803 2.39781 -1.66177  C46 1.455, C58 1.320, H146 1.080
70 C -4.11362 -2.87423 1.09453  C80 1.361, C87 1.519, H92 1.080
71 C 1.03281 5.38749 0.38434  O26 1.204, C44 1.453, C68 1.522
72 C -1.59069 3.94349 7.81267  O33 1.224, C57 1.434, C91 1.440
73 C 6.51395 1.80171 -1.70589  O11 1.240, C58 1.542, C90 1.545
74 C 0.43464 1.03062 -2.74897  N34 1.464, H111 1.090, H128 1.090, H149 1.090
75 C 1.02462 6.24204 -1.96905  O15 1.416, C44 1.369, C60 1.441
76 C -2.02357 0.45427 1.17874  C53 1.567, H106 1.090, H142 1.090, H153 1.090
77 C 0.41663 4.84234 5.87549  O23 1.244, C50 1.456, C66 1.468
78 C 3.61600 -0.28363 -3.94848  O14 1.237, N36 1.364, H144 1.101
79 C -0.57800 3.14331 -2.02065  O29 1.237, N34 1.338, H122 1.101
80 C -3.62189 -3.52234 2.18570  O6 1.374, C64 1.506, C70 1.361
81 C -2.53239 0.14326 -4.90214  C45 1.374, C49 1.464, H120 1.080
82 C -1.05034 -5.40331 -1.00221  O31 1.220, C38 1.444, C43 1.465
83 C -5.53457 2.55942 0.01400  O7 1.377, H104 1.090, H131 1.090, H147 1.090
84 C 2.73385 2.19257 3.80127  O2 1.373, O17 1.255, O24 1.267
85 C -4.57810 -5.68143 1.40448  C59 1.337, C64 1.471, H124 1.080
86 C 4.89315 -3.29444 1.11541  O30 1.235, N35 1.439, H155 1.101
87 C -4.76601 -3.63710 -0.04545  O8 1.264, C59 1.491, C70 1.519
88 C -0.44578 -6.81530 0.92648  O10 1.353, C38 1.377, C55 1.519
89 C -6.76569 0.48107 2.22615  O21 1.434, C62 1.546, H138 1.090, H158 1.090
90 C 6.18688 1.05810 -0.39196  C39 1.381, C73 1.545, H123 1.080
91 C -1.40058 3.32143 6.52818  C66 1.363, C72 1.440, H116 1.080
92 H -4.08857 -1.79491 1.06555  C70 1.080
93 H -0.06788 -7.95612 2.46126  O10 0.960
94 H -0.38110 -1.66689 1.47679  C47 1.090
95 H -0.78425 0.77993 3.06315  C53 1.090
96 H -0.11602 -3.98371 -2.52412  O16 0.960
97 H 1.19861 -0.62572 -5.96066  C61 1.090
98 H 4.86122 -2.66588 -1.35094  C48 1.090
99 H -0.51388 2.60517 1.50025  N37 1.010
100 H 2.54741 0.48855 -6.09967  C61 1.090
101 H 1.02757 4.20975 -3.98535  C40 1.090
102 H 3.80184 0.80089 1.74494  O9 0.960
103 H 2.08744 2.77450 -3.91578  C40 1.090
104 H -4.87683 3.40539 0.21349  C83 1.090
105 H -2.26095 -2.44171 -1.95326  C65 1.080
106 H -1.79688 0.35378 0.11732  C76 1.090
107 H 2.72068 -1.27090 -6.68158  C61 1.090
108 H -5.93148 2.32715 2.50005  C62 1.090
109 H 0.44746 3.27171 3.92289  O32 0.960
110 H 2.67860 -1.11731 0.24156  C52 1.090
111 H 1.47980 0.91469 -2.46207  C74 1.090
112 H -0.69523 5.97709 -0.85192  C44 1.080
113 H 3.32966 3.44827 4.83111  O2 0.960
114 H 0.30638 1.72047 0.54902  N37 1.010
115 H 0.78425 6.96796 -3.78926  O15 0.960
116 H -2.05477 2.48113 6.34838  C91 1.080
117 H 1.82403 -1.30408 -1.26714  C52 1.090
118 H -6.97055 -2.75202 1.62157  C42 1.090
119 H 2.58944 -3.11955 -5.00211  C67 1.090
120 H -2.41068 0.83447 -5.72300  C81 1.080
121 H -4.71791 1.03698 2.63308  C62 1.090
122 H -0.69923 4.20071 -2.30244  C79 1.101
123 H 7.03174 0.46589 -0.07274  C90 1.080
124 H -4.88255 -6.70643 1.55640  C85 1.080
125 H 1.99444 -4.40660 0.11249  C63 1.080
126 H 4.25698 -5.92859 0.96154  C51 1.090
127 H 5.96611 -6.03317 0.44945  C51 1.090
128 H -0.29283 0.64627 -2.03401  C74 1.090
129 H -2.25383 -7.01978 -0.18663  C38 1.080
130 H 0.73055 2.78750 -4.96046  C40 1.090
131 H -6.57511 2.86542 0.12231  C83 1.090
132 H -0.93018 -2.11390 -6.44010  O28 0.960
133 H 0.96395 1.92313 1.95879  N37 1.010
134 H 1.00953 -0.72794 2.18469  C47 1.090
135 H 6.32395 -3.60274 -1.53599  C48 1.090
136 H -5.93453 -5.15191 -1.41141  O3 0.960
137 H 2.63770 -2.62547 -3.28386  C67 1.090
138 H -7.04825 0.49949 3.27873  C89 1.090
139 H -7.18966 -2.10160 3.21335  C42 1.090
140 H 1.01049 6.20579 7.44397  C50 1.080
141 H -8.25235 -1.75316 1.77250  C42 1.090
142 H -2.68201 -0.33212 1.54775  C76 1.090
143 H -4.18305 0.38908 -1.55693  O5 0.960
144 H 3.92064 0.66491 -4.41718  C78 1.101
145 H 4.66267 -6.31108 -0.66057  C51 1.090
146 H 3.25084 2.93875 -2.11560  C69 1.080
147 H -5.34635 2.34880 -1.03877  C83 1.090
148 H -3.06204 -3.37335 4.00155  O6 0.960
149 H 0.16201 0.40590 -3.59955  C74 1.090
150 H 2.77487 4.43804 1.77112  O13 0.960
151 H 6.10194 2.77569 -3.93761  O22 0.960
152 H 1.54738 -2.37116 0.18099  C52 1.090
153 H -2.62434 1.32130 1.45342  C76 1.090
154 H 4.22594 5.75370 -1.25215  C41 1.080
155 H 4.98920 -2.23595 0.82802  C86 1.101
156 H -1.58159 5.50054 9.56571  O4 0.960
157 H 4.88466 -4.25957 -2.19911  C48 1.090
158 H -7.54939 0.80726 1.54242  C89 1.090
159 H 1.21280 -2.35008 -4.19068  C67 1.090

Atomic partial charges in e from the Mulliken method, atoms 1 to 2: -0.635, -0.578

Entry 2:
Computed, not measured: the ion C7H11N2O2S with charge +1 in a non-equilibrium geometry, with ωB97M-V/def2-TZVPD.

Its net charge is +1. Its structure (SMILES) is O=c1s[nH]cc1[C@@H]1COCC[NH2+]1. The calculation puts the energy above the lowest of the compared OMol25 structures with the same formula, charge and spin at 1.8703 eV. The calculation puts the HOMO-LUMO gap at 0.3497 Eh.

Each atom is followed by the atoms it is bonded to, with distances in Å.
Positions of all 23 atoms, in Å:
1 S 2.57956 2.46740 -1.21177  N5 1.698, C10 1.727
2 O -0.92897 -2.29989 -0.19667  C6 1.428, C8 1.327
3 O 0.01657 1.78422 -1.68199  C10 1.174
4 N -1.21850 0.50045 0.38869  C9 1.505, C12 1.528, H13 1.044, H18 1.103
5 N 3.18828 1.83208 0.24075  S1 1.698, C7 1.410, H20 1.003
6 C 0.20905 -1.44607 -0.31747  O2 1.428, C12 1.549, H14 1.083, H15 1.153
7 C 2.42464 0.89734 0.97047  N5 1.410, C11 1.352, H19 1.065
8 C -1.98307 -1.57413 -0.54853  O2 1.327, C9 1.512, H21 1.082, H23 1.134
9 C -2.33198 -0.50966 0.46662  N4 1.505, C8 1.512, H16 1.028, H17 0.991
10 C 1.01673 1.74649 -1.06766  S1 1.727, O3 1.174, C11 1.871
11 C 1.19562 0.67257 0.45418  C7 1.352, C10 1.871, C12 1.413
12 C 0.11050 -0.21667 0.62013  N4 1.528, C6 1.549, C11 1.413, H22 1.079
13 H -1.18954 1.40781 0.90392  N4 1.044
14 H 0.23527 -1.25354 -1.38286  C6 1.083
15 H 1.20696 -1.94015 -0.01713  C6 1.153
16 H -3.29764 -0.19367 0.31109  C9 1.028
17 H -2.25047 -1.03291 1.30476  C9 0.991
18 H -1.19255 0.77313 -0.67994  N4 1.103
19 H 2.76036 0.25699 1.75210  C7 1.065
20 H 4.13622 2.13949 0.35317  N5 1.003
21 H -2.80100 -2.26678 -0.69383  C8 1.082
22 H -0.03684 -0.70489 1.57149  C12 1.079
23 H -1.84922 -1.03961 -1.53952  C8 1.134

Atomic partial charges in e from the Mulliken method, atoms 1 to 2: 0.075, -0.404